# 1
Computed, not measured: a structure of composition C31H46N2O6P2V at a distorted geometry, with ωB97M-V/def2-TZVPD.

Each line ends with the Löwdin charge.
Geometry (Å):
V  0.076  -1.387  -2.945  0.885
C  -0.590  -2.970  -1.422  -0.262
C  0.812  -3.076  -1.763  -0.277
C  0.530  -1.255  -0.336  -0.191
C  -0.732  -1.893  -0.487  -0.207
C  1.487  -1.946  -1.148  -0.246
C  -1.637  -3.972  -1.775  -0.027
H  -1.294  -4.646  -2.569  0.091
H  -2.553  -3.480  -2.129  0.084
H  -1.915  -4.572  -0.894  0.113
C  -1.923  -1.679  0.374  -0.014
H  -2.837  -2.006  -0.131  0.094
H  -2.039  -0.627  0.651  0.062
H  -1.843  -2.225  1.328  0.121
C  0.835  -0.178  0.646  -0.032
H  0.450  -0.414  1.649  0.097
H  0.378  0.779  0.341  -0.011
H  1.913  0.006  0.720  0.091
C  2.955  -1.698  -1.130  -0.017
H  3.354  -1.922  -0.129  0.112
H  3.194  -0.648  -1.349  0.074
H  3.481  -2.325  -1.859  0.091
C  1.442  -4.252  -2.426  0.006
H  2.417  -4.474  -1.973  0.107
H  1.606  -4.091  -3.495  0.075
H  0.796  -5.134  -2.322  0.099
C  -1.302  -0.709  -4.165  -0.250
C  -1.137  -2.159  -4.284  -0.223
C  -0.418  -2.759  -5.463  -0.147
C  1.028  -2.230  -5.573  -0.148
C  1.559  -1.737  -4.242  -0.200
C  1.478  -0.342  -3.811  -0.234
C  0.788  0.709  -4.628  -0.161
C  -0.623  0.279  -5.093  -0.161
H  -0.968  -2.571  -6.402  0.141
H  1.105  -1.451  -6.349  0.124
H  -0.395  -3.860  -5.356  0.127
H  -0.586  -0.087  -6.132  0.126
H  -2.320  -0.411  -3.896  0.112
H  -2.002  -2.745  -3.962  0.115
H  -1.247  1.188  -5.142  0.122
H  0.718  1.637  -4.030  0.101
H  2.344  0.040  -3.264  0.103
H  1.393  0.976  -5.513  0.144
H  1.652  -3.060  -5.951  0.134
H  2.472  -2.265  -3.936  0.126
P  -2.230  2.674  -1.004  0.888
P  1.060  2.976  -0.630  0.883
C  -1.367  3.997  -1.871  -0.296
C  0.166  4.104  -1.805  -0.371
H  -1.804  4.937  -1.503  0.103
H  -1.675  3.899  -2.923  0.110
H  0.591  3.919  -2.806  0.071
H  0.436  5.129  -1.501  0.097
C  1.589  4.208  0.639  -0.252
H  1.715  3.660  1.586  0.044
H  0.820  4.983  0.774  0.039
H  2.549  4.652  0.339  0.056
C  2.616  2.723  -1.572  -0.254
H  2.652  3.381  -2.451  0.053
H  2.658  1.674  -1.904  0.001
H  3.467  2.932  -0.911  0.054
C  -3.958  3.139  -0.934  -0.117
H  -4.557  2.279  -0.608  0.082
H  -4.307  3.451  -1.928  0.086
H  -4.098  3.973  -0.231  0.085
C  -1.999  1.057  -1.676  -0.141
H  -2.503  0.288  -1.070  0.068
H  -0.922  0.821  -1.747  0.049
H  -2.424  1.026  -2.688  0.065
O  -1.738  4.890  0.841  0.106
C  -1.702  3.774  1.337  -0.425
O  -1.799  2.623  0.574  -0.171
C  -1.556  3.532  2.795  -0.095
C  -1.639  4.649  3.647  0.120
C  -1.664  4.455  5.046  -0.092
C  -1.519  3.170  5.591  0.137
C  -1.358  2.076  4.726  -0.100
C  -1.394  2.243  3.328  0.095
N  -1.119  0.761  5.260  -0.306
O  -1.132  0.601  6.494  0.117
O  -0.899  -0.171  4.447  0.051
N  -1.895  5.575  5.914  -0.306
O  -2.014  6.710  5.402  0.093
O  -1.977  5.368  7.144  0.103
H  -1.711  5.645  3.218  0.142
H  -1.530  3.027  6.666  0.144
H  -1.297  1.382  2.674  0.116

largest force on an atom = 4.910 eV Å⁻¹
2S+1 = 2
charge = +2
⟨S²⟩ = 0.76
energy above the lowest of the compared OMol25 structures with the same formula, charge and spin = 0.00 kcal per mole
gap between HOMO and LUMO (spin up / spin down) = 0.27440 / 0.21713 hartree
total energy = -3395.67313 Ha


# 2
Computed, not measured: an isolated molecule of C4H5NS2 at a distorted geometry, with ωB97M-V/def2-TZVPD.

Each line ends with the Löwdin charge.
Geometry (Å):
C  -1.287  1.029  0.521  -0.608
C  -0.718  0.164  -0.576  -0.338
C  0.662  -0.449  -0.498  -0.322
C  1.584  -0.281  0.661  -0.638
H  -1.222  0.628  1.507  0.045
H  -1.036  0.377  -1.557  0.119
H  -0.858  -1.770  -0.994  0.117
H  1.193  -0.583  -1.445  0.142
H  1.288  -0.838  1.552  0.055
N  -0.532  -1.191  -0.227  0.046
S  -2.077  2.425  0.309  0.693
S  3.003  0.489  0.747  0.688

largest force on an atom = 2.279 eV Å⁻¹
energy above the lowest of the compared OMol25 structures with the same formula, charge and spin = 62.85 kcal per mole
gap between HOMO and LUMO = 0.30540 hartree
total energy = -1006.45335 Ha
SMILES = S=C[C@@H]1N[C@@H]1C=S


# 3
Computed, not measured: a structure of composition C31H64ClGaIO13P2S6 at a distorted geometry, with ωB97M-V/def2-TZVPD.

Each line ends with the Löwdin charge.
Geometry (Å):
C  5.983  -5.581  -1.277  -0.191
C  4.906  -6.011  -2.300  -0.500
P  3.271  -6.479  -1.517  0.701
C  2.929  -8.177  -2.172  -0.437
Ga  1.665  -5.078  -2.522  -0.251
I  0.627  -6.422  -4.546  0.150
C  2.517  -3.262  -3.018  -0.291
C  2.911  -3.018  -4.420  -0.879
O  4.046  -2.756  -4.772  -0.032
Cl  1.650  -3.053  -5.700  0.566
P  -0.077  -4.555  -1.034  0.648
C  -1.530  -4.181  -2.134  -0.396
C  -0.569  -6.074  -0.091  -0.389
H  6.897  -6.134  -1.479  0.049
H  5.665  -5.778  -0.260  0.031
H  6.219  -4.532  -1.425  0.052
H  4.771  -5.226  -3.037  0.037
H  5.269  -6.884  -2.838  0.055
H  3.675  -8.878  -1.803  0.010
H  1.934  -8.511  -1.906  0.010
H  2.995  -8.194  -3.259  -0.015
H  1.802  -2.485  -2.756  0.052
H  3.418  -3.181  -2.425  0.050
H  -2.038  -5.113  -2.366  0.018
H  -1.142  -3.736  -3.041  -0.026
H  -2.186  -3.462  -1.657  0.014
H  -1.164  -6.727  -0.730  0.020
H  0.285  -6.579  0.349  0.011
H  -1.198  -5.745  0.736  -0.030
C  0.311  -4.071  5.694  -0.234
C  -0.962  -4.865  6.019  -0.213
C  -2.061  -4.377  5.065  -0.221
S  -1.218  -3.805  3.580  0.666
O  -1.428  -2.386  3.455  -0.315
O  -1.496  -4.705  2.491  -0.336
C  0.441  -4.096  4.176  -0.219
H  1.189  -4.500  6.178  0.118
H  0.209  -3.045  6.036  0.071
H  -0.781  -5.930  5.857  0.112
H  -1.262  -4.739  7.059  0.109
H  -2.752  -5.171  4.793  0.097
H  -2.610  -3.533  5.477  0.099
H  1.107  -3.331  3.785  0.105
H  0.748  -5.079  3.817  0.110
C  -1.058  -0.653  -7.448  -0.217
C  -2.102  -1.390  -8.298  -0.214
C  -2.874  -2.329  -7.361  -0.217
S  -2.815  -1.569  -5.733  0.659
O  -2.046  -2.412  -4.861  -0.313
O  -4.132  -1.102  -5.371  -0.332
C  -1.794  -0.177  -6.203  -0.239
H  -0.611  0.181  -7.986  0.115
H  -0.258  -1.342  -7.167  0.082
H  -2.789  -0.666  -8.742  0.112
H  -1.639  -1.945  -9.113  0.111
H  -3.913  -2.447  -7.656  0.097
H  -2.397  -3.305  -7.286  0.107
H  -1.132  0.081  -5.381  0.100
H  -2.455  0.659  -6.429  0.102
C  0.855  3.501  -2.770  -0.220
C  -0.521  2.839  -2.615  -0.197
C  -1.433  3.421  -3.700  -0.222
S  -0.361  3.892  -5.059  0.663
O  -0.406  5.328  -5.213  -0.333
O  -0.582  3.013  -6.181  -0.332
C  1.178  3.448  -4.260  -0.230
H  1.617  2.995  -2.179  0.115
H  0.804  4.541  -2.438  0.116
H  -0.425  1.760  -2.752  0.119
H  -0.941  3.004  -1.624  0.117
H  -2.160  2.694  -4.055  0.102
H  -1.945  4.316  -3.358  0.071
H  1.958  4.142  -4.563  0.104
H  1.433  2.436  -4.574  0.109
C  3.982  0.591  6.313  -0.213
C  3.175  1.360  7.367  -0.215
C  1.786  0.714  7.437  -0.219
S  2.004  -1.001  6.956  0.675
O  1.305  -1.220  5.714  -0.315
O  1.801  -1.860  8.099  -0.330
C  3.755  -0.889  6.604  -0.228
H  5.041  0.844  6.349  0.115
H  3.610  0.835  5.315  0.123
H  3.670  1.274  8.339  0.119
H  3.112  2.426  7.120  0.059
H  1.366  0.749  8.439  0.104
H  1.096  1.168  6.731  0.090
H  4.000  -1.542  5.769  0.109
H  4.291  -1.205  7.499  0.105
C  -6.541  6.928  -2.608  -0.224
C  -5.969  7.243  -3.997  -0.215
C  -4.658  6.459  -4.143  -0.214
S  -4.829  5.004  -3.101  0.656
O  -3.868  5.091  -2.029  -0.324
O  -4.928  3.831  -3.928  -0.310
C  -6.445  5.413  -2.451  -0.229
H  -7.568  7.275  -2.504  0.113
H  -5.939  7.420  -1.840  0.118
H  -6.678  6.923  -4.763  0.116
H  -5.802  8.311  -4.132  0.112
H  -4.481  6.139  -5.166  0.106
H  -3.804  7.027  -3.781  0.107
H  -6.518  5.075  -1.421  0.108
H  -7.185  4.903  -3.067  0.109
C  1.752  7.264  6.769  -0.221
C  0.826  6.965  5.583  -0.212
C  1.119  5.532  5.121  -0.211
S  1.705  4.650  6.573  0.678
O  3.086  4.301  6.352  -0.324
O  0.724  3.680  6.983  -0.307
C  1.659  6.049  7.687  -0.227
H  1.465  8.177  7.288  0.114
H  2.778  7.385  6.415  0.119
H  -0.215  7.043  5.905  0.117
H  0.970  7.674  4.770  0.114
H  0.232  5.032  4.742  0.106
H  1.910  5.501  4.375  0.107
H  2.481  5.975  8.396  0.109
H  0.705  6.019  8.213  0.108

largest force on an atom = 2.445 eV Å⁻¹
charge = -1
gap between HOMO and LUMO = 0.18012 hartree
total energy = -7952.27632 Ha